Entry 1:
The following is a quantum chemistry calculation of C3H5N3 in the gas phase, from the OMol25 dataset.

CARTESIAN COORDINATES (ANGSTROEM)
N -1.63222 1.57646 -0.18225
N 0.47901 1.52634 0.31396
N 0.74920 -1.29249 -0.14876
C -0.57402 0.81890 0.01550
C -0.55027 -0.71224 0.07229
C 1.74298 -0.53834 -0.16957
H -0.90921 -1.05381 1.05034
H -2.46969 1.04829 0.07990
H 1.64753 0.59779 -0.02138
H -1.24727 -1.08212 -0.68789
H 2.76397 -0.88878 -0.32214

Relative energy (zero: lowest compared OMol25 entry of this formula, charge and spin), kcal per mole: 118.24
Gap between HOMO and LUMO (spin up / spin down), eV: 7.26 / 8.84

***

Entry 2:
The following is a quantum chemistry calculation of 3 unconnected molecules or ions with the total composition C3H11NO3, from the OMol25 dataset.

CARTESIAN COORDINATES (ANGSTROEM)
O 1.09804 1.69377 0.08687
O -0.28896 -2.33356 0.60533
O 1.44821 -0.33338 2.11970
N -0.65098 0.56473 -0.90779
C -1.46014 0.53108 0.30618
C -0.83169 -0.44674 -1.92134
C 0.55021 1.18628 -0.89598
H 0.95990 0.40116 1.69388
H -0.88088 0.88734 1.15650
H 2.15317 0.13993 2.53392
H -1.92685 -0.49027 -2.18585
H 0.39673 -3.00987 0.22840
H 0.05560 -1.89714 1.42973
H -1.84986 -0.50794 0.35216
H -0.38128 -1.45766 -1.67509
H -0.33287 -0.31002 -2.93388
H -2.30280 1.24471 0.26729
H 1.05741 1.20836 -1.94087

Relative energy (zero: lowest compared OMol25 entry of this formula, charge and spin), kcal per mole: 33.84
Gap between HOMO and LUMO, eV: 10.19
SMILES string: CN(C)C=O.O.O

***

Entry 3:
The following is a quantum chemistry calculation of C2H5OP in the gas phase, from the OMol25 dataset.

CARTESIAN COORDINATES (ANGSTROEM)
P -0.70185 0.79526 -0.62237
O -1.44118 -0.09823 0.61167
C -0.90529 -1.10433 -0.38824
C 1.00060 0.94959 0.08115
H -1.78244 -1.50455 -0.91941
H 1.35638 -0.11314 0.13705
H -0.20835 -2.04929 0.11956
H 0.94859 1.33993 1.15932
H 1.73354 1.78475 -0.17872

Relative energy (zero: lowest compared OMol25 entry of this formula, charge and spin), kcal per mole: 44.93
Gap between HOMO and LUMO, eV: 10.02
SMILES string: CP1CO1

***

Entry 4:
The following is a quantum chemistry calculation of 6 unconnected molecules or ions with the total composition C18H18F6O18, from the OMol25 dataset.

CARTESIAN COORDINATES (ANGSTROEM)
F 4.34113 0.88497 -5.13497
F -1.48886 0.78351 -2.34811
F -0.72519 -3.64008 2.97733
F -5.80710 1.45021 -4.22555
F 2.50148 1.30415 3.82823
F -3.86208 1.30686 0.66489
O 0.89361 -2.55611 4.24950
O 3.08493 -2.11029 4.44140
O 3.94913 2.79717 2.85739
O 1.92675 -1.69612 2.53460
O 0.35069 -0.50398 -1.56490
O -2.39165 -2.06187 1.32937
O 0.81026 1.01856 -0.11929
O 2.69407 -0.54700 -5.45580
O -4.58916 -0.33878 -1.77443
O 5.10398 1.44393 4.10503
O -6.59609 0.33765 -2.41751
O 2.45113 -0.25340 -1.22632
O -4.16801 -0.63149 1.53521
O 5.69953 3.72684 4.02106
O 4.46708 -1.61458 -5.69788
O 2.83826 -1.87333 -7.39368
O -6.37720 -1.34291 -0.82674
O -2.23080 -0.03597 2.48191
C -3.14906 0.89988 2.88864
C -5.70379 1.35339 -2.89332
C -0.10812 -2.47048 3.20736
C 5.03092 2.76314 3.68144
C -5.94120 -0.48282 -1.58952
C 4.57813 0.69513 3.12319
C 2.04466 -1.99470 3.83968
C 3.59687 -0.04581 -4.55302
C -0.90093 0.19353 -1.26196
C 4.44860 -1.21109 -4.37811
C 3.32252 -1.33934 -6.32682
C 0.64241 -2.03762 1.98291
C 1.31862 0.09070 -1.07849
C -2.88020 -0.98400 1.71133
C -4.31717 0.77816 -2.57707
C 3.44691 1.60163 2.84310
C -4.23118 0.74210 1.84396
C -0.55367 1.18809 -0.23850
H -0.87254 2.22553 -0.33920
H -1.61419 -0.57091 -0.95377
H -5.18961 1.18764 2.11037
H 0.67118 -2.81372 1.21809
H 3.98900 -1.92654 -3.69620
H -1.02776 0.88832 0.69610
H -0.83376 -1.68691 3.42539
H -3.73143 0.51787 -3.45869
H -2.78181 1.92607 2.90088
H 3.19292 0.30701 -3.60410
H -5.94570 2.28395 -2.37985
H 2.94320 1.41116 1.89543
H 5.46619 -0.92684 -4.11016
H 5.21176 0.57763 2.24409
H -3.52369 0.76983 3.90395
H 0.06594 -1.17326 1.65328
H 4.21870 -0.21122 3.61046
H -3.75861 1.62655 -2.18165

Relative energy (zero: lowest compared OMol25 entry of this formula, charge and spin), kcal per mole: 98.33
Gap between HOMO and LUMO, eV: 10.70
SMILES string: O=C1OC[C@@H](F)O1.O=C1OC[C@@H](F)O1.O=C1OC[C@@H](F)O1.O=C1OC[C@@H](F)O1.O=C1OC[C@@H](F)O1.O=C1OC[C@@H](F)O1

***

Entry 5:
The following is a quantum chemistry calculation of a molecular structure, Co2F5, from the OMol25 dataset.

CARTESIAN COORDINATES (ANGSTROEM)
Co 1.34389 0.37371 0.81574
Co -0.42829 0.13143 -0.48400
F 0.39017 -1.09433 0.69253
F -1.88468 -0.22290 -0.07041
F -0.40835 -1.20955 -1.55491
F 0.94128 0.82690 -0.67610
F 0.04598 1.19473 1.27716

Spin multiplicity: 7
Gap between HOMO and LUMO (spin up / spin down), eV: 5.45 / 5.24
Total charge: -1

***

Entry 6:
The following is a quantum chemistry calculation of a molecular structure, C47H37N3O2RhS3, from the OMol25 dataset.

CARTESIAN COORDINATES (ANGSTROEM)
Rh 2.30662 -0.67553 -1.19919
S 5.82189 1.02268 -3.46856
S -0.14088 -1.32385 -0.46586
S 0.01583 1.40566 -1.79869
O 1.55323 1.33191 -1.89821
O 0.17282 -1.29658 -1.95977
N 2.77804 -0.57217 0.91470
N 4.12035 -0.28382 -2.15164
N 2.93292 -2.60814 -0.70204
C 3.01818 -3.56987 -1.62963
C 3.58505 -4.79675 -1.35341
C -2.92057 0.96684 3.01192
C -3.02840 0.25249 1.79790
C 0.49257 3.10435 0.31175
C 4.23078 0.69608 -3.02482
C -2.45060 3.96195 -3.57414
C -0.15258 -7.28651 0.60859
C -1.68597 5.10616 -3.81393
C -0.07155 -4.89203 1.40537
C -0.21171 -5.80287 0.35454
C -0.41095 -3.93810 -1.18831
C 3.26474 -1.68291 1.47035
C -1.82718 -0.76835 -0.04911
C -4.19177 4.25974 1.53535
C 5.35240 -0.80402 -1.79830
C -0.26234 -3.06306 -0.11998
C -2.21881 2.97269 1.00554
C -4.87821 -0.15321 3.88559
C -0.32478 2.07464 -0.16098
C 4.02603 -4.00390 0.86452
C -0.02185 4.03986 1.17307
C -0.33070 5.08727 -3.47407
C 3.39400 -0.59108 3.59026
C -3.94034 -1.70450 0.66843
C -1.88847 2.84368 -2.98331
C -4.96237 -0.91973 2.75902
C -2.31063 6.32290 -4.43866
C -0.39373 -5.30378 -0.93956
C 4.10840 -5.01173 -0.08999
C 2.89438 0.56055 2.99983
C -0.09522 -3.52649 1.17910
C -2.09176 0.44283 0.68726
C -0.54269 2.87109 -2.63400
C -2.03293 5.21712 1.97238
C -3.61951 3.11331 1.04199
C 6.38799 -0.20698 -2.42304
C 2.59958 0.52935 1.65027
C 0.25144 3.97953 -2.88401
C -2.80171 -1.77074 -0.09176
C 3.57927 -1.72631 2.81494
C -4.00842 -0.77854 1.72612
C -1.55309 1.78710 0.47385
C -1.41862 4.07798 1.40887
C -3.81664 0.76145 4.02937
C 3.41831 -2.80970 0.53857
C -3.39628 5.30762 2.03470
H -4.71511 -2.45260 0.54990
H 0.88697 -7.61306 0.70642
H 4.45435 -4.15810 1.84657
H -3.22967 6.60048 -3.92384
H -5.60096 -0.27197 4.68391
H 2.21549 1.40023 1.13388
H -0.59988 -7.84742 -0.21081
H -0.66351 -7.55042 1.53499
H 1.31039 3.97223 -2.64087
H 5.42488 -1.61996 -1.09369
H 2.62258 -3.33502 -2.60878
H -4.24899 2.33401 0.63190
H 0.27956 5.96026 -3.67810
H -1.40778 6.03035 2.32367
H -0.52341 -5.99386 -1.76670
H 1.50653 3.19169 -0.06932
H -2.58207 6.11488 -5.47515
H -2.10116 1.65562 3.16459
H 3.96771 -2.63044 3.26443
H -0.53867 -3.55372 -2.19379
H -2.48650 1.95251 -2.80116
H 3.64077 -0.60598 4.64413
H 0.00350 -2.82846 2.00811
H 3.62640 -5.55970 -2.11993
H -3.86509 6.19694 2.43834
H -5.27109 4.35974 1.53438
H -1.63243 7.17297 -4.43368
H 3.38001 1.22995 -3.42764
H 0.60571 4.83979 1.55338
H 4.59050 -5.95008 0.15385
H 0.05380 -5.26372 2.41733
H -3.49551 3.94791 -3.86562
H 2.74115 1.46729 3.57075
H -3.70166 1.30765 4.95748
H 7.44128 -0.42486 -2.32560
H -5.73505 -1.67588 2.66048
H -2.65664 -2.62486 -0.74301

Relative energy (zero: lowest compared OMol25 entry of this formula, charge and spin), kcal per mole: 72.39
Gap between HOMO and LUMO (spin up / spin down), eV: 3.72 / 3.72
Total charge: +3

***

Number 1: F_max 1.3 eV/A, E_tot -281.40163 a.u.. Number 2: F_max 3.2 eV/A, E_tot -401.35912 a.u.. Number 3: F_max 4.0 eV/A, E_tot -495.70892 a.u.. Number 4: F_max 7.1 eV/A, E_tot -2650.17534 a.u.. Number 5: F_max 19.2 eV/A, E_tot -3264.70888 a.u.. Number 6: F_max 2.0 eV/A, E_tot -3432.09331 a.u..